(1)
ORCA calculation (ωB97M-V/def2-TZVPD) on a structure of composition C9H18BrClMgO9.

Output
**Orbital gap**: 8.987 eV
**2S+1**: 1
**E_HOMO**: -8.757 eV
**LUMO**: 0.23 eV

Cartesian coordinates (Å):
Mg  0.56992  1.01863  1.23071
Cl  1.18609  3.03166  0.54457
Br  -0.16987  0.24493  3.36772
C  3.86140  -0.10464  -1.02063
O  4.22956  -0.60760  0.25282
C  3.40281  -0.55161  1.27510
O  2.39496  0.09172  1.33850
O  3.84614  -1.37264  2.19929
C  3.00094  -1.60029  3.32990
H  4.29948  -0.78280  -1.75408
H  4.26748  0.89656  -1.14746
H  2.79527  -0.11672  -1.24672
H  1.95813  -1.68920  3.02464
H  3.11044  -0.87252  4.12557
H  3.24338  -2.60286  3.68064
C  -3.74157  0.66298  1.99808
O  -3.73520  1.10026  0.64600
C  -2.61911  1.49763  0.09163
O  -1.52447  1.39805  0.57632
O  -2.89689  2.06400  -1.05204
C  -1.86315  2.65829  -1.82615
H  -3.00202  1.18527  2.60388
H  -3.58538  -0.40882  2.10092
H  -4.72353  0.90940  2.39536
H  -2.21426  3.19754  -2.70016
H  -1.19163  1.90253  -2.24039
H  -1.28593  3.27919  -1.13712
C  -0.46444  -0.75798  -3.67719
O  0.27426  -0.25397  -2.56830
C  -0.06620  -0.65990  -1.35012
O  0.45671  -0.23137  -0.36415
O  -1.00355  -1.59187  -1.35261
C  -1.56796  -1.98379  -0.08394
H  0.13569  -0.73940  -4.57953
H  -1.39144  -0.19804  -3.83225
H  -0.83373  -1.76862  -3.51106
H  -2.57803  -1.57795  -0.07909
H  -0.97861  -1.59874  0.74478
H  -1.59570  -3.06729  -0.00343

Here are the Mulliken charges for atoms 1 to 4, given in e: 0.8126, -0.6590, -0.7349, -0.2619

=====

(2)
ORCA calculation (ωB97M-V/def2-TZVPD) on the molecule C22H22N6O3S.

Output
**Relative energy (zero: lowest compared OMol25 entry of this formula, charge and spin)**: 11.6 kJ/mol
**Orbital gap**: 9.262 eV
**SMILES string**: O=c1[nH]c([C@@H]2CCCN(S(=O)(=O)c3ccccc3)C2)nc2c1nnn2Cc1ccccc1
**2S+1**: 1
**E_HOMO**: -8.917 eV
**LUMO**: 0.35 eV

Cartesian coordinates (Å):
O  0.50404  -3.23573  -1.87057
C  -0.23646  -2.29247  -1.72842
N  0.29909  -0.99642  -1.58117
C  -0.38743  0.12991  -1.28006
C  0.39316  1.37151  -0.96446
C  1.16401  1.92350  -2.17121
C  2.01470  3.10632  -1.71421
C  3.05458  2.65235  -0.67200
N  2.76020  1.34675  -0.11691
S  3.63605  0.04843  -0.72262
O  4.97818  0.51034  -0.88985
O  2.99996  -0.54466  -1.87856
C  3.53415  -1.11071  0.63149
C  4.07110  -0.72679  1.84631
C  4.02053  -1.60698  2.91353
C  3.43598  -2.85495  2.75147
C  2.90691  -3.22923  1.52691
C  2.95624  -2.35369  0.45260
C  1.37914  1.11457  0.21079
N  -1.67997  0.18855  -1.18082
C  -2.29131  -0.99852  -1.39211
C  -1.67400  -2.23376  -1.64225
N  -2.65497  -3.16324  -1.73843
N  -3.77831  -2.59340  -1.57405
N  -3.60859  -1.27906  -1.36449
C  -4.70315  -0.38454  -1.09219
C  -4.51714  0.23367  0.26997
C  -4.68705  -0.54602  1.40708
C  -4.46749  -0.00625  2.66156
C  -4.07456  1.31576  2.78846
C  -3.89959  2.09459  1.65756
C  -4.11631  1.55481  0.40178
H  1.31755  -0.93042  -1.71683
H  -0.34428  2.11836  -0.65553
H  1.80669  1.15353  -2.59817
H  0.45582  2.24262  -2.93706
H  1.35999  3.86412  -1.27864
H  2.52009  3.55111  -2.57071
H  4.04785  2.56566  -1.11235
H  3.10706  3.36835  0.15579
H  4.52334  0.24836  1.93091
H  4.43741  -1.32334  3.86782
H  3.39798  -3.54057  3.58471
H  2.45567  -4.20077  1.39930
H  2.55668  -2.63633  -0.50962
H  1.30154  0.08384  0.56506
H  1.12460  1.77326  1.04774
H  -4.73135  0.39005  -1.86416
H  -5.61312  -0.98750  -1.14032
H  -4.98832  -1.57882  1.30471
H  -4.60258  -0.61794  3.54121
H  -3.90394  1.73725  3.76810
H  -3.59133  3.12534  1.75340
H  -3.96902  2.15920  -0.48048

Here are the Mulliken charges for atoms 1 to 4, given in e: -0.6570, -0.0030, 0.1108, -0.4690

=====

(3)
ORCA calculation (ωB97M-V/def2-TZVPD) on the molecule C5H12S.

Output
**Relative energy (zero: lowest compared OMol25 entry of this formula, charge and spin)**: 51.4 kJ/mol
**Orbital gap**: 10.030 eV
**SMILES string**: CCCCCS
**2S+1**: 1
**E_HOMO**: -9.040 eV
**LUMO**: 0.99 eV

Cartesian coordinates (Å):
C  1.64583  -1.47971  1.35010
C  1.56546  -0.70167  -0.01598
C  0.54928  0.42882  -0.13335
C  -0.93396  -0.01673  -0.15725
C  -2.13962  0.98343  -0.49124
S  -2.08292  1.82628  -2.05021
H  0.70828  -1.92568  1.57146
H  1.72896  -0.74101  2.14799
H  2.40916  -2.24705  1.37666
H  2.58236  -0.37775  -0.17742
H  1.37813  -1.45603  -0.90104
H  0.77205  1.03943  -1.04420
H  0.77289  1.02805  0.79720
H  -1.25327  -0.54936  0.70646
H  -1.05221  -0.70348  -1.01187
H  -3.09732  0.47581  -0.51897
H  -2.36136  1.61087  0.39333
H  -1.19173  2.80579  -1.84166

Here are the Mulliken charges for atoms 1 to 4, given in e: -1.1978, -0.4999, -0.2091, -0.5105

=====

(4)
ORCA calculation (ωB97M-V/def2-TZVPD) on a structure of composition C38H26BrCl5CrN3O3P.

Output
**Relative energy (zero: lowest compared OMol25 entry of this formula, charge and spin)**: 150.7 kJ/mol
**Orbital gap (spin up / spin down)**: 6.865 / 7.318 eV
**Net charge**: +1
**2S+1**: 2
**E_HOMO (spin up / spin down)**: -10.675 / -10.676 eV
**LUMO (spin up / spin down)**: -3.81 / -3.36 eV

Cartesian coordinates (Å):
Cr  -0.19522  0.94794  0.17802
Cl  6.70183  0.25037  1.22679
C  5.11148  0.82481  0.95059
C  4.02316  0.04155  1.31481
Cl  4.21724  -1.49150  2.06289
C  2.75792  0.52910  1.05262
Cl  1.29916  -0.36960  1.45784
C  2.50888  1.73843  0.43441
O  1.25422  2.10869  0.15857
C  3.59812  2.53442  0.11187
Cl  3.28769  4.07073  -0.59696
C  4.89169  2.07429  0.35641
Cl  6.23214  3.04619  -0.08425
C  -0.05439  -3.55158  1.19510
O  -0.70651  -2.29702  0.98423
C  -1.99171  -2.32533  0.55544
C  -2.67898  -3.46733  0.18347
C  -4.00008  -3.35486  -0.23802
Br  -4.93186  -4.92098  -0.71124
C  -4.63117  -2.13527  -0.32887
C  -3.92691  -0.97870  0.01345
C  -2.63471  -1.10073  0.48395
O  -1.95347  0.04696  0.92477
C  -4.58629  0.34247  -0.12379
N  -5.86695  0.52713  -0.01137
C  -6.05042  1.89360  -0.22059
C  -7.22786  2.64391  -0.21123
C  -7.13052  3.99565  -0.46542
C  -5.88725  4.60704  -0.72378
C  -4.71428  3.88154  -0.73333
C  -4.83097  2.51609  -0.47313
N  -3.89455  1.49741  -0.42278
H  -0.61429  -4.15853  1.90521
H  0.92390  -3.32002  1.60390
H  0.06393  -4.08950  0.25411
H  -2.20940  -4.43810  0.22732
H  -5.65362  -2.03918  -0.66849
H  -2.62104  0.71917  1.13812
H  -8.17841  2.16910  -0.00425
H  -8.02447  4.60593  -0.46286
H  -5.85385  5.67217  -0.91799
H  -3.75497  4.35286  -0.91716
H  -2.92891  1.56783  -0.72646
N  -1.06602  1.47446  -1.23234
P  -0.63473  1.88229  -2.73988
C  1.09048  1.54285  -3.08716
C  1.90918  2.44138  -3.76057
C  3.23292  2.10405  -4.02343
C  3.73849  0.88256  -3.60594
C  2.91852  -0.02518  -2.93854
C  1.59825  0.30193  -2.68665
C  -1.57297  0.90380  -3.91325
C  -2.30809  -0.19107  -3.46144
C  -3.00849  -0.97643  -4.36830
C  -2.98125  -0.66498  -5.71979
C  -2.24535  0.42291  -6.17513
C  -1.53961  1.20692  -5.27662
C  -0.94160  3.61951  -2.99877
C  -0.15399  4.51506  -2.26622
C  -0.41935  5.87169  -2.33593
C  -1.46781  6.33697  -3.12470
C  -2.25588  5.44812  -3.84126
C  -1.99941  4.08413  -3.77639
H  1.52506  3.40146  -4.08084
H  3.87122  2.80565  -4.54508
H  4.77166  0.62847  -3.80786
H  3.30957  -0.98696  -2.62763
H  0.95313  -0.41900  -2.19563
H  -2.33986  -0.42195  -2.40487
H  -3.58129  -1.82583  -4.01717
H  -3.53660  -1.27132  -6.42417
H  -2.22261  0.65910  -7.23143
H  -0.95025  2.04355  -5.63877
H  0.65421  4.14802  -1.63844
H  0.18919  6.56956  -1.77471
H  -1.67330  7.40021  -3.17485
H  -3.07494  5.81333  -4.44701
H  -2.62185  3.39147  -4.32831

Here are the Mulliken charges for atoms 1 to 4, given in e: 0.7942, -0.1674, 0.4885, -0.2425

=====

(5)
ORCA calculation (ωB97M-V/def2-TZVPD) on the molecule C3H4S2.

Output
**Relative energy (zero: lowest compared OMol25 entry of this formula, charge and spin)**: 148.9 kJ/mol
**Orbital gap**: 8.522 eV
**SMILES string**: C=CSC=S
**2S+1**: 1
**E_HOMO**: -8.898 eV
**LUMO**: -0.38 eV

Cartesian coordinates (Å):
C  -1.16031  -0.96411  -0.14082
C  -1.22869  0.32900  0.13903
S  0.25247  1.35167  0.03782
C  1.83453  0.59718  -0.12579
S  2.30909  -0.88919  0.09740
H  -2.16296  -1.58665  -0.02718
H  -0.19295  -1.35927  -0.36620
H  -1.96986  0.95587  0.54852
H  2.31868  1.56549  -0.16276

Here are the Mulliken charges for atoms 1 to 4, given in e: -0.3609, -0.1167, -0.0536, -0.0557

=====

Quick rundown of F_max, same order as above: 1.9; 1.4; 3.1; 1.5; 3.4 eV Å⁻¹
Quick rundown of E_tot, same order as above: -116067.400; -49089.474; -16214.243; -220800.514; -24844.098 eV